Entry 1:
C39H49F9N11O2P2STl | ωB97M-V/def2-TZVPD

The value obtained for the HOMO energy (spin up / spin down) is 0.28 / -0.39 eV. The spin multiplicity is 1. As for the orbital gap (spin up / spin down): 3.389 / 4.060 eV. For the calculated total energy, the calculation gives -120290.0799 eV. As for the LUMO energy (spin up / spin down): 3.67 / 3.67 eV. Its net charge is -2.

The geometry in XYZ format:
```
114
C39H49F9N11O2P2STl, DFT ωB97M-V/def2-TZVPD
Tl -0.130 0.242 0.630
S -5.338 0.471 2.147
P -0.346 -1.562 4.401
P -0.095 -0.572 -2.834
F 0.593 -5.972 -6.859
F -5.524 3.383 -3.188
F -0.533 -4.696 -8.219
F 5.842 2.376 -3.929
F -5.690 2.479 -5.138
F 5.044 2.513 -5.941
F 4.583 4.038 -4.491
F 1.612 -4.506 -8.074
F -6.489 1.457 -3.410
O -0.539 -1.527 2.940
O -1.211 3.257 -0.562
N 0.659 4.798 3.996
N 4.030 2.924 2.330
N 1.153 -1.025 4.858
N -2.695 0.715 1.208
N 1.113 -2.774 0.100
N -1.714 -2.217 0.197
N -0.395 -3.141 4.969
N -1.511 -0.724 5.210
N 4.810 2.060 1.628
N 0.359 2.435 2.401
N 2.800 1.281 1.362
C 4.058 1.112 1.055
C 1.308 1.148 -4.675
C 0.154 -3.827 0.413
C 2.347 0.650 -2.565
C 1.112 3.621 -0.774
C 3.483 1.332 -2.952
C -5.449 2.199 -3.827
C -1.510 -3.964 4.524
C 1.689 4.163 3.482
C 0.820 -3.951 -4.936
C 2.257 -1.240 3.928
C -4.134 1.524 -3.632
C -1.350 4.637 -0.147
C -0.551 -1.574 -5.480
C 0.297 -3.634 6.133
C 3.542 1.923 -4.214
C 1.399 -0.035 5.884
C -2.150 0.428 4.566
C -0.084 -1.819 -4.149
C -1.230 -3.540 -0.159
C 2.445 1.827 -5.069
C -0.571 4.243 3.682
C -2.975 2.282 -3.692
C -0.069 2.705 -0.839
C 1.223 0.555 -3.403
C -0.370 -2.495 -6.481
C -0.684 3.113 2.909
C 0.641 -3.025 -3.941
C 0.293 -3.715 -6.232
C 2.800 2.415 2.154
C -4.062 0.157 -3.396
C 4.735 2.694 -4.635
C 0.478 -4.693 -7.307
C -2.825 -0.442 -3.230
C -1.648 0.306 -3.279
C -1.743 1.678 -3.498
C -3.800 0.617 1.582
C -1.818 -0.884 6.611
C 1.603 3.002 2.693
H -3.237 0.330 4.616
H -2.756 -1.513 -3.065
H -2.602 -1.999 -0.235
H -0.839 2.273 -3.504
H 0.472 1.072 -5.359
H 2.064 -3.049 0.301
H 1.058 -3.224 -2.959
H -1.150 -4.941 4.183
H 1.347 -4.876 -4.736
H 5.788 2.249 1.515
H 0.079 -3.890 1.505
H -1.881 -4.359 0.184
H -1.302 -1.751 7.025
H -3.042 3.347 -3.878
H -2.011 -3.475 3.690
H -1.087 -0.657 -5.696
H 1.127 -2.971 6.375
H -0.756 -2.300 -7.476
H -1.796 -2.096 1.202
H -0.360 -3.715 7.012
H -1.531 0.001 7.192
H -2.895 -1.027 6.745
H 3.080 -1.776 4.419
H 2.287 0.211 -1.572
H -1.868 0.470 3.519
H 4.470 0.321 0.445
H 1.239 4.020 0.242
H 1.910 -1.814 3.070
H 0.699 -4.634 5.934
H 0.983 4.473 -1.455
H -1.444 4.744 4.082
H -0.884 4.776 0.828
H 2.487 2.302 -6.042
H -1.665 2.707 2.667
H -1.178 -3.591 -1.252
H 1.807 0.883 5.449
H 1.043 -2.466 -0.861
H 4.324 1.429 -2.277
H -2.242 -4.127 5.326
H -4.971 -0.425 -3.325
H -1.854 1.365 5.051
H -0.902 5.308 -0.878
H 2.010 3.076 -1.052
H 0.452 -4.816 0.037
H 2.632 -0.285 3.550
H 0.476 0.220 6.398
H 2.671 4.587 3.679
H 2.118 -0.408 6.625
H -2.419 4.814 -0.077
```

---

Entry 2:
H3O3PS3 | ωB97M-V/def2-TZVPD

Its SMILES is OP(=S)(OS)OS. The value obtained for the HOMO energy is -9.37 eV. The calculation puts the energy above the lowest of the compared OMol25 structures with the same formula, charge and spin at 0.00 kcal per mole. The spin multiplicity is 1. As for the orbital gap: 9.301 eV. For the calculated total energy, the calculation gives -47985.9100 eV. As for the LUMO energy: -0.06 eV. Its net charge is 0.

The geometry in XYZ format:
```
10
H3O3PS3, DFT ωB97M-V/def2-TZVPD
S 2.070 -0.900 1.085
S -2.704 -0.472 0.832
S -0.339 -1.315 -1.487
P -0.152 0.303 -0.491
O -1.424 0.637 0.506
O -0.065 1.798 -1.016
O 1.262 0.465 0.642
H 0.810 2.108 -0.779
H -1.945 -1.614 0.905
H 2.487 -1.011 -0.197
```

---

Entry 3:
C22H36N3O2 | ωB97M-V/def2-TZVPD

The value obtained for the HOMO energy is -11.02 eV. The calculation puts the energy above the lowest of the compared OMol25 structures with the same formula, charge and spin at 109.78 kcal per mole. The spin multiplicity is 1. As for the orbital gap: 8.102 eV. For the calculated total energy, the calculation gives -31952.7839 eV. As for the LUMO energy: -2.92 eV. Its net charge is +1.

The geometry in XYZ format:
```
63
C22H36N3O2, DFT ωB97M-V/def2-TZVPD
O 3.647 -2.105 -0.727
O 1.591 1.625 -2.860
N 2.633 0.027 -1.290
N 4.910 2.315 2.436
N -2.835 -1.024 0.390
C -4.191 -1.443 -0.194
C 3.662 -1.022 -1.345
C 2.647 0.806 0.002
C 6.195 -0.789 -2.674
C -0.512 -0.651 -0.149
C -1.909 -0.470 -0.705
C -2.044 -2.281 0.809
C 6.913 0.116 -3.740
C -5.440 -0.732 3.419
C 3.783 2.670 1.528
C 4.030 0.782 -3.051
C -5.315 0.853 -0.712
C -4.813 -0.491 -1.221
C -4.062 -1.380 3.441
C 4.734 -0.419 -2.354
C -0.568 -1.949 0.636
C 4.747 1.642 -4.110
C 2.553 0.924 -2.470
C 6.213 1.298 -4.464
C -3.003 0.023 1.508
C 3.833 1.884 0.105
C -2.936 -0.467 2.950
H -2.311 -3.084 0.120
H -2.223 0.775 1.366
H -4.863 -1.635 0.644
H 4.792 1.385 2.860
H -4.099 -2.312 2.869
H -5.953 0.732 0.168
H 1.621 1.269 0.220
H -4.137 -0.325 -2.064
H 3.778 2.707 -0.702
H -4.030 -2.395 -0.707
H 5.825 2.408 1.974
H -0.063 -1.848 1.600
H -1.966 -0.940 3.143
H -4.491 1.528 -0.471
H 0.241 -0.679 -0.939
H 4.167 2.514 -4.578
H -2.938 0.425 3.587
H 2.829 0.049 0.854
H -3.949 0.534 1.347
H 4.884 1.419 -0.014
H -5.677 -1.015 -1.647
H -2.168 0.570 -0.914
H 8.011 -0.085 -4.009
H -2.309 -2.602 1.812
H -5.773 -0.517 2.401
H -5.910 1.343 -1.486
H 3.834 3.816 1.380
H 6.695 -1.659 -2.142
H -5.444 0.203 3.985
H -2.049 -1.087 -1.597
H -3.836 -1.662 4.474
H -6.173 -1.403 3.871
H 6.753 1.932 -5.235
H -0.246 0.176 0.515
H 2.780 2.478 2.058
H -0.067 -2.757 0.098
```

---

Entry 4:
C3H14O4 | ωB97M-V/def2-TZVPD

Its SMILES is CC(C)O.O.O.O. The value obtained for the HOMO energy is -10.74 eV. The calculation puts the energy above the lowest of the compared OMol25 structures with the same formula, charge and spin at 11.19 kcal per mole. The spin multiplicity is 1. As for the orbital gap: 11.069 eV. For the calculated total energy, the calculation gives -11528.1233 eV. As for the LUMO energy: 0.33 eV. Its net charge is 0.

The geometry in XYZ format:
```
21
C3H14O4, DFT ωB97M-V/def2-TZVPD
O 0.096 -0.182 -0.936
O -3.090 -1.409 0.579
O -1.323 -1.613 3.106
O -1.813 1.353 0.802
C 1.352 1.900 -0.939
C 2.519 -0.360 -0.970
C 1.304 0.446 -0.491
H -1.667 -1.575 2.201
H -0.006 0.111 -1.853
H 1.268 1.981 -2.028
H 0.510 2.448 -0.510
H -1.207 0.994 0.137
H 1.342 0.414 0.598
H -1.034 -2.524 3.223
H -2.875 -1.159 -0.329
H 2.391 -1.413 -0.722
H -3.521 -2.268 0.498
H -2.546 0.727 0.825
H 3.421 0.012 -0.484
H 2.615 -0.302 -2.058
H 2.264 2.419 -0.649
```

---

Entry 5:
C14H7Cl3F6O4PPd | ωB97M-V/def2-TZVPD

The value obtained for the HOMO energy (spin up / spin down) is -1.51 / -1.63 eV. The spin multiplicity is 2. As for the orbital gap (spin up / spin down): 5.594 / 5.720 eV. For the calculated total energy, the calculation gives -89470.5560 eV. As for the LUMO energy (spin up / spin down): 4.09 / 4.09 eV. The expectation value of S² is 0.756. Its net charge is -2.

The geometry in XYZ format:
```
36
C14H7Cl3F6O4PPd, DFT ωB97M-V/def2-TZVPD
Pd -0.067 -0.040 -1.002
Cl 5.993 -0.311 3.587
Cl -4.874 -0.961 -1.096
Cl -5.932 4.286 -0.483
P 0.089 -3.935 -0.912
F 0.265 -2.336 -1.284
F -0.378 -3.536 0.578
F 1.630 -3.973 -0.416
F 0.572 -4.315 -2.414
F -0.068 -5.512 -0.558
F -1.439 -3.885 -1.417
O -0.137 2.012 -1.478
O 2.031 0.056 -0.713
O 0.083 0.289 1.541
O -2.133 -0.064 -1.450
C -3.438 3.292 -0.837
C 3.450 -0.187 2.649
C 2.453 -0.074 1.667
C -4.306 0.677 -1.015
C -4.768 2.996 -0.731
C -2.487 2.283 -1.075
C 4.778 -0.220 2.325
C 5.178 -0.185 0.981
C -5.223 1.678 -0.814
C -1.114 2.678 -1.133
C 2.817 -0.031 0.269
C 1.087 -0.039 2.141
C -2.902 0.899 -1.202
C 4.231 -0.113 0.000
H -3.095 4.317 -0.754
H -0.908 3.717 -0.819
H -6.271 1.436 -0.714
H 6.230 -0.226 0.725
H 0.984 -0.345 3.208
H 3.153 -0.228 3.692
H 4.515 -0.102 -1.045
```

---

Entry 6:
C2H13N3Si3 | ωB97M-V/def2-TZVPD

The value obtained for the HOMO energy is -8.56 eV. The calculation puts the energy above the lowest of the compared OMol25 structures with the same formula, charge and spin at 0.00 kcal per mole. The spin multiplicity is 1. As for the orbital gap: 9.413 eV. For the calculated total energy, the calculation gives -30389.3146 eV. As for the LUMO energy: 0.85 eV. Its net charge is 0.

The geometry in XYZ format:
```
21
C2H13N3Si3, DFT ωB97M-V/def2-TZVPD
Si 1.530 1.710 0.109
Si -0.060 -0.770 -0.129
Si 2.970 -0.956 -0.050
N -1.116 -0.289 1.229
N 1.476 -0.022 -0.085
N -1.328 -0.360 -1.342
C -2.430 0.393 -0.697
C -2.463 -0.256 0.720
H 3.941 -0.783 -1.311
H -3.104 0.166 1.405
H 1.535 2.007 1.452
H -1.423 -0.640 -2.316
H 2.713 2.178 -0.553
H -2.136 1.474 -0.506
H -0.861 0.016 2.197
H 0.332 2.286 -0.664
H -2.943 -1.219 0.495
H 2.825 -2.399 0.008
H 3.837 -0.802 1.047
H 0.133 -2.165 0.033
H -3.429 0.430 -1.042
```

---

> Among the records above, which one has the lowest calculated total energy?

C39H49F9N11O2P2STl

---

> What is the net charge in the fourth record?

0

---

> net charge of number 2 (H3O3PS3)?

0

---

> Which of these has the highest calculated total energy?

C3H14O4